#a
A cluster of 2 separate species, C3H12N3O in total, computed with wB97M-V/def2-TZVPD.

The total charge is +1. As for the HOMO-LUMO gap: 0.3678 hartree. Its HOMO energy is -13.4 eV. The spin multiplicity is 1.

Geometry as XYZ:
```
19
Properties=species:S:1:pos:R:3:nbo_charge:R:1
N -0.631 -1.067 2.938 -0.83
C -1.062 -0.429 1.808 0.77
N -1.010 0.961 1.853 -0.86
O -1.466 -1.040 0.826 -0.67
H -0.434 -2.051 2.827 0.41
H -0.024 -0.562 3.564 0.39
H -1.209 1.315 2.785 0.40
H -1.621 1.364 1.161 0.39
C 1.042 -0.921 -0.990 -0.41
N 1.206 0.349 -1.782 -0.49
C -0.114 1.007 -2.105 -0.41
H 1.946 -1.518 -1.077 0.23
H 0.907 -0.604 0.038 0.24
H 0.185 -1.467 -1.367 0.25
H 1.667 0.190 -2.676 0.43
H 1.797 0.987 -1.253 0.43
H -0.705 0.267 -2.632 0.24
H 0.079 1.865 -2.743 0.23
H -0.555 1.353 -1.177 0.24
```

=====

#b
A cluster of 2 separate species, C3H12N3O in total, computed with wB97M-V/def2-TZVPD.

The total charge is +1. As for the HOMO-LUMO gap: 0.4210 hartree. Its HOMO energy is -14.2 eV. The spin multiplicity is 1.

Geometry as XYZ:
```
19
Properties=species:S:1:pos:R:3:nbo_charge:R:1
C 1.095 -0.610 1.826 -0.42
N 1.187 -0.808 0.349 -0.52
C 0.784 -2.175 -0.076 -0.42
H 1.546 0.339 2.089 0.24
H 0.043 -0.620 2.093 0.23
H 1.618 -1.426 2.313 0.23
H 2.130 -0.588 0.031 0.43
H 0.623 -0.065 -0.137 0.47
H 1.564 -2.871 0.190 0.23
H 0.641 -2.200 -1.156 0.23
H -0.130 -2.438 0.444 0.23
N -1.536 2.467 -0.120 -0.81
C -0.917 1.572 -0.913 0.79
N -1.718 0.800 -1.712 -0.83
O 0.312 1.420 -0.875 -0.72
H -0.953 3.137 0.348 0.42
H -2.522 2.634 -0.203 0.41
H -1.208 0.241 -2.378 0.40
H -2.558 1.194 -2.114 0.41
```

=====

Result of the stability comparison: #b is the most stable of them.

=====

#a
A cluster of 4 separate species, C3H12N3O in total, computed with wB97M-V/def2-TZVPD.

The total charge is +1. As for the HOMO-LUMO gap: 0.1648 hartree. Its HOMO energy is -14.1 eV. The spin multiplicity is 1.

Geometry as XYZ:
```
19
Properties=species:S:1:pos:R:3:nbo_charge:R:1
C -1.168 1.400 1.661 -0.27
C -1.060 0.336 2.466 -0.28
N 0.213 -1.116 -0.904 -0.39
C 0.072 0.095 -1.411 0.42
N -0.838 0.389 -2.381 -0.78
N 0.844 1.104 -0.998 -0.20
H -0.576 1.375 0.741 0.17
H -1.777 2.280 1.814 0.24
H -0.935 -3.431 -0.043 -0.04
H -0.145 -0.245 2.422 0.25
H -1.733 0.128 3.287 0.23
H -0.501 -1.741 -1.279 0.38
H -0.791 1.322 -2.748 0.42
H -0.903 -0.318 -3.100 0.41
H 1.590 0.804 -0.345 0.41
H -0.612 -3.553 0.611 0.04
H 2.422 -1.573 1.390 0.50
H 1.122 -1.146 0.534 0.48
O 1.712 -0.937 1.277 -1.00
```

=====

#b
A cluster of 2 separate species, C3H12N3O in total, computed with wB97M-V/def2-TZVPD.

The total charge is +1. As for the HOMO-LUMO gap: 0.4118 hartree. Its HOMO energy is -14.2 eV. The spin multiplicity is 1.

Geometry as XYZ:
```
19
Properties=species:S:1:pos:R:3:nbo_charge:R:1
C -2.582 -1.634 0.121 -0.24
O -1.727 -1.209 1.202 -0.77
H -2.146 -0.582 1.823 0.48
H -2.465 -0.918 -0.698 0.16
H -3.604 -1.662 0.497 0.19
H -2.262 -2.628 -0.188 0.20
C 2.208 -0.161 0.955 -0.45
C 0.695 1.008 -0.549 0.68
N -0.538 1.218 -1.005 -0.76
N 0.917 0.311 0.545 -0.54
N 1.696 1.392 -1.372 -0.77
H -1.259 1.169 -0.297 0.41
H -0.863 1.770 -1.779 0.43
H 0.123 0.107 1.143 0.45
H 2.587 0.924 -1.429 0.43
H 1.444 1.875 -2.214 0.42
H 3.074 0.479 0.739 0.22
H 2.471 -1.116 0.475 0.22
H 2.231 -0.342 2.031 0.25
```

=====

Result of the stability comparison: #b is the most stable of them.

=====

#a
A cluster of 2 separate species, C3H6Cl2O2 in total, computed with wB97M-V/def2-TZVPD.

As for the HOMO-LUMO gap: 0.3344 hartree. Its HOMO energy is -9.9 eV. The spin multiplicity is 1.

Geometry as XYZ:
```
13
Properties=species:S:1:pos:R:3:nbo_charge:R:1
C -0.004 -0.240 -1.443 -0.72
C -0.413 0.621 0.960 0.06
C 0.023 -0.497 0.041 0.62
O 0.128 1.818 0.734 -0.70
O -0.126 -1.638 0.731 -0.62
Cl -2.247 0.714 0.776 -0.08
Cl 2.424 0.068 0.107 -0.56
H 0.496 0.682 -1.374 0.30
H -0.977 -0.281 -1.839 0.25
H 0.360 -1.124 -1.900 0.24
H -0.404 0.449 2.022 0.21
H 1.041 1.794 1.072 0.52
H -0.300 -2.365 0.113 0.50
```

=====

#b
A cluster of 2 separate species, C3H6Cl2O2 in total, computed with wB97M-V/def2-TZVPD.

As for the HOMO-LUMO gap: 0.3988 hartree. Its HOMO energy is -10.3 eV. The spin multiplicity is 1.

Geometry as XYZ:
```
13
Properties=species:S:1:pos:R:3:nbo_charge:R:1
O 0.129 -0.183 -1.117 -0.51
C -0.601 0.403 -0.379 0.46
Cl -0.824 0.006 1.223 0.03
C -1.484 1.642 -0.771 -0.18
O -2.527 1.926 0.109 -0.69
H -0.898 2.564 -0.686 0.20
H -1.834 1.551 -1.868 0.22
H -2.055 2.146 0.921 0.47
C 2.037 -2.002 0.337 -0.55
Cl 1.354 -2.135 2.006 -0.10
H 2.834 -2.796 0.360 0.21
H 2.412 -0.968 0.351 0.22
H 1.456 -2.153 -0.487 0.22
```

=====

Result of the stability comparison: #b is the most stable of them.

=====

#a
A cluster of 2 separate species, C4H7N5 in total, computed with wB97M-V/def2-TZVPD.

As for the HOMO-LUMO gap: 0.3522 hartree. Its HOMO energy is -9.2 eV. The spin multiplicity is 1.

Geometry as XYZ:
```
16
Properties=species:S:1:pos:R:3:nbo_charge:R:1
C 0.783 0.452 2.160 0.18
C 1.515 -0.602 1.394 -0.52
C 0.702 -0.891 0.113 -0.26
C -0.279 1.178 0.241 0.24
N -0.141 1.156 1.640 -0.49
N -1.759 -0.068 -3.210 0.27
N -1.202 -0.460 -4.084 -0.11
N -2.131 0.619 -2.339 -0.55
N 0.070 0.202 -0.529 -0.42
H 0.857 0.474 3.318 0.18
H 2.550 -0.305 1.101 0.23
H 1.538 -1.400 2.278 0.24
H 1.316 -1.483 -0.691 0.22
H -0.122 -1.605 0.569 0.19
H -0.740 2.114 -0.120 0.19
H -2.956 0.620 -1.842 0.39
```

=====

#b
The molecule C4H7N5, computed with wB97M-V/def2-TZVPD.

As for the HOMO-LUMO gap: 0.3239 hartree. Its HOMO energy is -8.2 eV. The spin multiplicity is 1.

Geometry as XYZ:
```
16
Properties=species:S:1:pos:R:3:nbo_charge:R:1
H 3.262 -0.375 -1.213 0.37
N 2.087 -0.747 -1.047 -0.70
C 1.366 -0.189 -1.981 0.28
N -0.053 -0.127 -2.147 -0.59
C -0.718 0.319 -0.895 0.49
N -1.670 1.198 -0.432 -0.50
C -1.892 0.758 0.949 -0.10
C -0.895 -0.093 1.429 0.23
N -0.223 -0.380 2.689 -0.85
N -0.121 -0.304 0.201 -0.60
H 1.814 -0.083 -2.894 0.16
H -0.398 0.353 -2.916 0.40
H -2.648 1.272 1.374 0.20
H -0.129 0.345 3.338 0.37
H -0.622 -1.152 3.312 0.37
H 0.838 -0.796 0.233 0.47
```

=====

Result of the stability comparison: #b is the most stable of them.